(1)
107
Properties=species:S:1:pos:R:3 method="wB97M-V/def2-TZVPD" homo_lumo_gap_ev=8.36 multiplicity=1 smiles="O=NOc1nnc(CCOCC(F)(F)F)nn1.O=C1CCCO1.O=C1CCCO1.O=C1CCCO1.O=C1CCCO1.O=C1CCCO1.O=C1CCCO1.O=C1CCCO1" homo_ev=-9.887 max_force_ev_per_a=4.88
O 0.68 -1.95 -1.02
N 0.90 -2.32 -2.16
O 1.17 -1.25 -2.98
C 0.10 -0.23 -2.68
N 0.59 0.95 -2.03
N -0.34 1.81 -1.73
C -1.66 1.40 -2.10
C -2.85 2.49 -1.65
C -4.30 2.21 -2.35
O -5.29 1.57 -1.44
C -5.22 0.10 -1.49
C -5.84 -0.54 -2.90
F -6.56 0.46 -3.72
F -6.75 -1.69 -2.66
F -4.73 -1.08 -3.78
N -2.14 0.24 -2.79
N -1.21 -0.63 -3.09
H -2.88 2.65 -0.48
H -2.47 3.54 -2.09
H -4.25 1.68 -3.41
H -4.77 3.28 -2.58
H -5.96 -0.29 -0.64
H -4.17 -0.35 -1.21
O -0.58 -4.81 -3.27
C 0.15 -5.54 -3.92
C 1.53 -5.20 -4.39
C 1.78 -6.26 -5.43
C 0.95 -7.42 -4.94
O -0.17 -6.82 -4.29
H 2.23 -5.29 -3.55
H 1.57 -4.20 -4.82
H 2.84 -6.52 -5.56
H 1.40 -5.92 -6.40
H 1.48 -8.04 -4.21
H 0.60 -8.05 -5.76
O 0.32 4.09 3.17
C 1.05 3.35 2.52
C 2.43 3.69 2.05
C 2.68 2.63 1.00
C 1.85 1.48 1.50
O 0.73 2.08 2.15
H 3.13 3.61 2.89
H 2.47 4.70 1.61
H 3.74 2.38 0.88
H 2.30 2.98 0.03
H 2.38 0.86 2.22
H 1.50 0.85 0.68
O 5.58 5.83 3.66
C 5.62 6.04 2.46
C 5.86 7.37 1.82
C 5.41 7.13 0.40
C 5.68 5.66 0.21
O 5.48 5.08 1.50
H 6.93 7.61 1.87
H 5.27 8.16 2.30
H 5.92 7.76 -0.34
H 4.33 7.33 0.32
H 6.71 5.47 -0.10
H 4.99 5.21 -0.51
O 2.14 -4.79 -1.21
C 2.48 -4.93 -0.05
C 1.62 -4.66 1.15
C 2.64 -4.62 2.26
C 3.71 -5.55 1.76
O 3.70 -5.42 0.34
H 0.91 -5.48 1.27
H 1.10 -3.70 1.05
H 2.23 -4.91 3.23
H 3.04 -3.61 2.36
H 3.50 -6.60 2.01
H 4.70 -5.28 2.15
O -9.60 3.88 -4.29
C -10.15 2.83 -4.03
C -9.55 1.70 -3.25
C -10.49 0.56 -3.56
C -11.80 1.27 -3.79
O -11.44 2.53 -4.36
H -9.55 1.95 -2.19
H -8.53 1.48 -3.60
H -10.54 -0.19 -2.77
H -10.17 0.06 -4.48
H -12.35 1.44 -2.86
H -12.44 0.72 -4.49
O 8.73 2.20 8.73
C 8.35 2.70 7.69
C 7.58 3.98 7.56
C 7.06 3.89 6.15
C 8.11 3.07 5.46
O 8.61 2.18 6.45
H 8.27 4.82 7.69
H 6.77 4.02 8.29
H 6.90 4.87 5.68
H 6.10 3.36 6.14
H 8.94 3.68 5.09
H 7.70 2.50 4.62
O -0.92 -2.93 2.78
C -1.94 -3.51 2.42
C -2.28 -3.87 1.01
C -3.75 -4.18 1.11
C -3.89 -4.67 2.53
O -2.91 -3.95 3.27
H -1.70 -4.75 0.71
H -2.09 -3.04 0.33
H -4.10 -4.90 0.37
H -4.33 -3.26 0.98
H -3.68 -5.74 2.62
H -4.88 -4.47 2.94



(2)
95
Properties=species:S:1:pos:R:3 method="wB97M-V/def2-TZVPD" homo_lumo_gap_ev="6.50 / 6.81" multiplicity=5 homo_ev="-13.805 / -13.818" total_charge=+2 de_lowest_kj_mol=26.0 max_force_ev_per_a=1.93 s2=6.046
Mn -0.17 0.05 -0.12
C 2.52 -0.16 -1.41
N 2.01 0.24 -0.09
C 2.50 -0.57 1.04
C 1.50 -0.39 2.12
N 0.25 -0.10 1.81
C -0.41 0.18 3.01
C -1.68 0.67 3.26
C -2.02 0.88 4.58
C -1.12 0.63 5.62
C 0.16 0.17 5.38
C 0.50 -0.03 4.05
N 1.70 -0.39 3.44
C 1.50 0.25 -2.40
N 0.26 0.52 -2.02
C -0.42 0.95 -3.17
C -1.70 1.45 -3.35
C -2.06 1.83 -4.63
C -1.17 1.73 -5.70
C 0.12 1.26 -5.54
C 0.47 0.88 -4.24
N 1.67 0.44 -3.71
H 2.66 -1.24 -1.43
H 3.48 0.31 -1.64
H 2.22 1.23 0.07
H 3.50 -0.27 1.38
H 2.55 -1.62 0.73
H -2.37 0.86 2.45
H -3.01 1.26 4.82
H -1.44 0.81 6.64
H 0.86 0.00 6.19
H 2.57 -0.58 3.91
H -2.39 1.54 -2.52
H -3.06 2.22 -4.80
H -1.50 2.03 -6.69
H 0.81 1.20 -6.36
H 2.54 0.31 -4.21
I -1.11 2.83 0.37
I 0.34 4.18 -1.40
O -1.94 -0.52 -0.06
P -2.93 -1.75 -0.17
C -2.62 -2.66 -1.71
C -3.58 -3.82 -2.08
C -4.26 -3.59 -3.43
C -3.22 -3.45 -4.54
C -2.10 -2.46 -4.16
C -2.42 -1.70 -2.88
C -2.58 -2.87 1.21
C -3.04 -2.32 2.58
C -4.25 -3.09 3.12
C -3.86 -4.54 3.40
C -2.89 -5.08 2.34
C -3.04 -4.33 1.02
C -4.60 -1.03 -0.02
C -5.76 -1.98 -0.36
C -7.07 -1.19 -0.27
C -7.14 -0.13 -1.39
C -5.75 0.25 -1.90
C -4.74 0.33 -0.77
H -1.63 -3.09 -1.49
H -4.33 -4.00 -1.31
H -2.99 -4.74 -2.15
H -4.89 -2.69 -3.38
H -4.93 -4.42 -3.65
H -3.71 -3.14 -5.47
H -2.79 -4.43 -4.74
H -1.93 -1.74 -4.97
H -1.16 -2.99 -4.03
H -3.30 -1.07 -3.03
H -1.60 -1.04 -2.64
H -1.49 -2.88 1.19
H -3.26 -1.26 2.53
H -2.22 -2.42 3.30
H -5.07 -3.04 2.40
H -4.62 -2.61 4.03
H -4.76 -5.16 3.44
H -3.40 -4.61 4.39
H -3.06 -6.15 2.17
H -1.86 -4.99 2.68
H -4.08 -4.38 0.71
H -2.45 -4.80 0.23
H -4.66 -0.82 1.05
H -5.78 -2.82 0.33
H -5.66 -2.39 -1.36
H -7.12 -0.71 0.71
H -7.92 -1.87 -0.33
H -7.66 0.76 -1.02
H -7.74 -0.51 -2.22
H -5.80 1.22 -2.42
H -5.42 -0.47 -2.65
H -5.08 1.08 -0.05
H -3.78 0.67 -1.13
O 0.18 -3.97 -0.06
N 0.96 -3.06 0.02
O 0.51 -1.94 -0.51



(3)
89
Properties=species:S:1:pos:R:3 method="wB97M-V/def2-TZVPD" homo_lumo_gap_ev="5.67 / 5.77" multiplicity=6 homo_ev="-6.771 / -6.913" max_force_ev_per_a=0.74 s2=8.757
Mn -1.63 -1.89 -0.97
C 4.32 3.30 -2.17
C 3.50 3.02 -0.90
C 2.73 4.29 -0.55
C 4.45 2.69 0.25
C 2.56 1.84 -1.14
C 1.19 1.92 -1.02
C 0.38 0.80 -1.21
Se -1.50 1.03 -0.92
C -1.53 0.94 0.99
C -1.40 2.11 1.70
C -1.36 2.11 3.09
C -1.46 0.87 3.70
C -1.60 -0.35 3.03
C -1.64 -0.33 1.62
O -1.77 -1.42 0.91
C -1.68 -1.61 3.91
C -1.74 -2.94 3.15
C -2.95 -1.52 4.78
C -0.45 -1.68 4.82
C -1.19 3.42 3.85
C -2.35 4.37 3.52
C 0.13 4.08 3.43
C -1.16 3.21 5.36
C 0.91 -0.45 -1.55
O 0.15 -1.52 -1.72
C 2.33 -0.54 -1.71
C 3.09 0.59 -1.49
C 2.98 -1.87 -2.08
C 2.50 -2.32 -3.47
C 4.51 -1.76 -2.15
C 2.65 -2.95 -1.04
H 4.99 4.15 -2.01
H 3.67 3.53 -3.01
H 4.93 2.44 -2.45
H 3.43 5.12 -0.40
H 2.16 4.18 0.38
H 2.04 4.58 -1.34
H 5.12 3.53 0.44
H 5.05 1.81 0.04
H 3.89 2.49 1.17
H 0.71 2.85 -0.75
H -1.32 3.04 1.15
H -1.44 0.84 4.78
H -2.63 -3.03 2.53
H -1.75 -3.75 3.90
H -0.87 -3.08 2.51
H -3.84 -1.48 4.15
H -2.94 -0.64 5.41
H -3.02 -2.40 5.43
H 0.46 -1.74 4.23
H -0.50 -2.57 5.45
H -0.37 -0.82 5.48
H -2.39 4.59 2.45
H -2.23 5.32 4.05
H -3.30 3.93 3.80
H 0.15 4.30 2.36
H 0.98 3.43 3.65
H 0.28 5.02 3.96
H -2.08 2.76 5.73
H -1.03 4.17 5.87
H -0.33 2.57 5.67
H 4.16 0.52 -1.60
H 2.78 -1.59 -4.23
H 1.42 -2.45 -3.49
H 2.97 -3.27 -3.74
H 4.83 -1.03 -2.90
H 4.92 -2.73 -2.43
H 4.94 -1.48 -1.19
H 1.58 -3.13 -0.97
H 3.01 -2.64 -0.05
H 3.16 -3.88 -1.30
C -4.05 -4.81 -6.09
C -3.56 -3.88 -5.03
C -3.34 -2.55 -5.20
C -2.88 -1.81 -4.08
N -2.70 -2.37 -2.90
C -2.84 -3.72 -2.73
S -2.43 -4.44 -1.30
N -3.31 -4.43 -3.81
C -2.58 -0.35 -4.19
H -4.18 -4.28 -7.03
H -5.01 -5.24 -5.80
H -3.34 -5.62 -6.24
H -3.51 -2.07 -6.15
H -3.41 -5.42 -3.66
H -2.74 0.02 -5.20
H -1.53 -0.19 -3.89
H -3.19 0.21 -3.48



(4)
91
Properties=species:S:1:pos:R:3 method="wB97M-V/def2-TZVPD" homo_lumo_gap_ev="6.06 / 3.84" multiplicity=3 homo_ev="-11.453 / -11.325" total_charge=+2 de_lowest_kj_mol=0.0 max_force_ev_per_a=4.29 s2=2.026
P 0.39 -2.69 -1.02
C -0.06 -3.24 -2.63
C 0.97 -3.77 -3.43
H 2.00 -3.73 -3.10
C 0.62 -4.36 -4.63
H 1.39 -4.78 -5.27
C -0.71 -4.38 -5.04
H -0.99 -4.80 -6.00
C -1.73 -3.78 -4.28
H -2.77 -3.75 -4.61
C -1.40 -3.18 -3.07
H -2.15 -2.67 -2.45
C 2.09 -2.24 -0.84
C 2.72 -1.30 -1.71
H 2.14 -0.79 -2.48
C 4.08 -1.02 -1.60
H 4.55 -0.24 -2.24
C 4.86 -1.73 -0.66
H 5.93 -1.46 -0.57
C 4.27 -2.67 0.18
H 4.89 -3.19 0.92
C 2.89 -2.91 0.11
H 2.48 -3.64 0.79
C -0.23 -3.74 0.25
C -0.11 -5.11 -0.01
H 0.36 -5.46 -0.92
C -0.58 -6.04 0.91
H -0.48 -7.11 0.73
C -1.23 -5.60 2.08
H -1.64 -6.31 2.80
C -1.41 -4.23 2.32
H -1.95 -3.87 3.21
C -0.91 -3.30 1.42
H -1.04 -2.23 1.59
Mo -1.48 1.90 -0.27
C -0.08 2.41 1.29
C 0.94 1.58 1.65
H -0.08 3.38 1.87
C 0.95 0.21 0.99
O 0.95 -0.79 2.01
H 0.89 -1.66 1.56
C -0.28 0.17 0.19
H 1.84 0.13 0.30
C -1.14 0.04 -0.85
Cl -3.14 0.98 -2.03
P -3.19 1.51 1.54
P 0.00 3.10 -1.96
C -4.87 2.03 1.08
H -5.08 1.65 0.07
H -4.93 3.14 1.05
H -5.64 1.66 1.79
C -3.33 -0.32 1.76
H -2.49 -0.68 2.36
H -3.29 -0.79 0.75
H -4.29 -0.57 2.26
C -2.82 2.15 3.21
H -2.62 3.22 3.13
H -1.91 1.66 3.59
H -3.65 1.98 3.91
C -0.77 4.43 -2.93
H -0.84 5.32 -2.30
H -1.78 4.10 -3.20
H -0.21 4.67 -3.85
C 1.61 3.76 -1.36
H 2.20 2.94 -0.92
H 1.40 4.49 -0.57
H 2.19 4.24 -2.16
C 0.48 1.83 -3.22
H -0.41 1.19 -3.39
H 1.29 1.19 -2.81
H 0.82 2.29 -4.17
P 2.28 1.79 2.88
C 2.35 3.52 3.29
C 3.82 1.25 2.12
H 1.38 3.81 3.72
H 2.53 4.11 2.39
H 3.13 3.76 4.01
H 3.76 0.19 1.88
H 4.70 1.41 2.77
H 3.98 1.81 1.19
C 1.89 0.84 4.33
H 0.89 1.13 4.67
H 2.59 0.99 5.17
H 1.87 -0.23 4.10
H -1.57 -0.83 -1.32
C -3.34 4.49 -0.71
C -2.26 4.18 0.22
O -1.65 4.84 1.04
H -3.04 5.30 -1.38
H -4.23 4.83 -0.18
H -3.58 3.59 -1.30